## 1
Computed, not measured: C5H8Cl2 in the gas phase, with ωB97M-V/def2-TZVPD.

Each atom is followed by the atoms it is bonded to, with distances in Å.
Atoms and positions in Å:
1 C 0.761 -1.288 -0.617  C2 1.535, H6 1.075, H7 1.032, H8 1.087
2 C 0.612 0.115 -0.011  C1 1.535, C3 1.500, C4 1.487, H9 1.030
3 C 0.416 0.129 1.476  C2 1.500, H10 1.122, H11 1.084, H12 1.121
4 C -0.391 1.006 -0.653  C2 1.487, C5 1.332, Cl14 1.714
5 C -1.671 0.700 -0.858  C4 1.332, H13 1.046, Cl15 1.742
6 H 1.737 -1.561 -0.259  C1 1.075
7 H 0.694 -1.243 -1.646  C1 1.032
8 H 0.042 -1.947 -0.138  C1 1.087
9 H 1.517 0.565 -0.214  C2 1.030
10 H 0.167 1.155 1.857  C3 1.122
11 H 1.249 -0.275 2.040  C3 1.084
12 H -0.470 -0.500 1.751  C3 1.121
13 H -2.374 1.356 -1.270  C5 1.046
14 Cl 0.141 2.557 -1.153  C4 1.714
15 Cl -2.430 -0.768 -0.305  C5 1.742

Values from the calculation:
molecular weight: 139.02 g mol⁻¹
HOMO: -9.20 eV
total charge: 0
SMILES: CC(C)/C(Cl)=C\Cl

## 2
Computed, not measured: C5H8Cl2 in the gas phase, with ωB97M-V/def2-TZVPD.

Each atom is followed by the atoms it is bonded to, with distances in Å.
Atoms and positions in Å:
1 C -2.309 1.674 -0.066  C2 1.295, H8 1.019, H9 1.143
2 C -1.350 1.192 -0.789  C1 1.295, C5 1.855, H10 1.052
3 C 1.904 -1.327 0.465  C4 1.535, H11 1.079, H12 1.103, H13 1.041
4 C 1.112 -0.112 -0.037  C3 1.535, C5 1.480, H14 1.062, H15 1.068
5 C -0.362 -0.220 -0.103  C2 1.855, C4 1.480, Cl6 1.763, Cl7 1.819
6 Cl -0.830 -1.538 -1.176  C5 1.763
7 Cl -1.054 -0.545 1.547  C5 1.819
8 H -2.898 2.295 -0.619  C1 1.019
9 H -2.581 1.375 1.004  C1 1.143
10 H -0.937 1.699 -1.613  C2 1.052
11 H 1.526 -1.729 1.393  C3 1.079
12 H 1.888 -2.306 -0.041  C3 1.103
13 H 2.929 -1.174 0.371  C3 1.041
14 H 1.375 0.661 0.643  C4 1.062
15 H 1.586 0.055 -0.979  C4 1.068

Values from the calculation:
molecular weight: 139.03 g mol⁻¹
HOMO: -10.30 eV
total charge: 0
SMILES: C=CC(Cl)(Cl)CC

## 3
Computed, not measured: C5H8Cl2 in the gas phase, with ωB97M-V/def2-TZVPD.

Each atom is followed by the atoms it is bonded to, with distances in Å.
Atoms and positions in Å:
1 C -1.140 -0.428 1.707  C2 1.539, H6 1.095, H7 1.136, H8 1.114
2 C -1.125 0.247 0.324  C1 1.539, C3 1.541, H9 1.083, Cl14 1.825
3 C 0.121 1.065 -0.068  C2 1.541, C4 1.482, C5 1.299
4 C -0.285 2.475 -0.278  C3 1.482, H10 1.053, H11 1.076, H12 1.119
5 C 1.375 0.750 -0.182  C3 1.299, H13 1.104, Cl15 1.790
6 H -0.254 -1.063 1.816  C1 1.095
7 H -2.028 -1.125 1.832  C1 1.136
8 H -1.063 0.322 2.527  C1 1.114
9 H -1.987 0.901 0.278  C2 1.083
10 H -1.095 2.557 -0.946  C4 1.053
11 H -0.677 2.957 0.600  C4 1.076
12 H 0.583 3.074 -0.653  C4 1.119
13 H 2.148 1.493 -0.443  C5 1.104
14 Cl -1.422 -1.095 -0.878  C2 1.825
15 Cl 2.051 -0.891 0.053  C5 1.790

Values from the calculation:
molecular weight: 139.02 g mol⁻¹
HOMO: -9.62 eV
total charge: 0
SMILES: C/C(=C/Cl)[C@H](C)Cl

3 comes first in stability; the runner-up is 0.0041 hartree higher.